A molecular structure, C45H37O6P2SW at a distorted geometry, computed with ωB97M-V/def2-TZVPD.

Its spin multiplicity is 3. The value obtained for the energy above the lowest of the compared OMol25 structures with the same formula, charge and spin is 0.00 kcal/mol. The calculation puts the lowest unoccupied orbital energy (spin up / spin down) at -3.361 / -3.034 eV. As for the net charge: +1.

Cartesian coordinates (Å):
1 W 1.638 0.964 0.309
2 C 2.359 3.101 1.727
3 C 2.092 3.292 0.293
4 C 3.105 2.581 -0.408
5 C 3.735 1.660 0.547
6 C 3.258 2.006 1.856
7 H 1.724 3.452 2.547
8 H 1.359 3.974 -0.210
9 H 3.340 2.622 -1.491
10 H 4.548 0.946 0.304
11 H 3.648 1.575 2.802
12 O -5.490 4.794 -2.060
13 S -1.190 7.342 -3.924
14 O -1.774 8.310 -4.843
15 O -1.390 7.511 -2.529
16 O -0.482 6.260 -4.435
17 C -3.560 -4.366 -0.630
18 C -2.232 -3.949 0.109
19 C -1.739 -5.025 1.100
20 C -2.457 -2.694 0.995
21 C -3.599 -2.393 1.706
22 C -3.727 -1.239 2.437
23 C -2.695 -0.297 2.451
24 C -1.426 -0.697 1.990
25 P 0.176 0.253 2.126
26 C 1.034 -0.616 3.503
27 C 0.999 -2.030 3.611
28 C 1.738 -2.699 4.594
29 C 2.499 -1.939 5.444
30 C 2.543 -0.541 5.337
31 C 1.886 0.143 4.361
32 C -0.508 1.709 2.940
33 C -0.775 2.811 2.119
34 C -1.189 4.002 2.703
35 C -1.618 4.020 4.035
36 C -1.576 2.842 4.789
37 C -0.999 1.686 4.293
38 C -1.357 -1.889 1.257
39 O -0.123 -2.202 0.685
40 C -0.247 -2.646 -0.636
41 C 0.528 -2.085 -1.643
42 C 0.680 -2.852 -2.769
43 C 0.098 -4.133 -2.867
44 C -0.832 -4.538 -1.943
45 C -1.141 -3.707 -0.899
46 P 1.061 -0.326 -1.498
47 C 2.677 -0.521 -2.368
48 C 2.948 0.098 -3.593
49 C 4.097 -0.315 -4.303
50 C 4.750 -1.459 -3.880
51 C 4.438 -2.078 -2.647
52 C 3.432 -1.583 -1.883
53 C -0.086 0.611 -2.559
54 C -0.425 1.994 -2.313
55 C -0.861 2.796 -3.327
56 C -1.140 2.232 -4.608
57 C -1.024 0.871 -4.771
58 C -0.448 0.039 -3.790
59 H -4.324 -4.540 0.140
60 H -3.474 -5.277 -1.280
61 H -3.914 -3.568 -1.248
62 H -2.479 -5.187 1.943
63 H -0.795 -4.697 1.596
64 H -1.541 -5.973 0.573
65 H -4.487 -3.011 1.576
66 H -4.648 -1.082 2.982
67 H -2.891 0.715 2.740
68 H 0.323 -2.581 2.922
69 H 1.693 -3.803 4.721
70 H 3.045 -2.419 6.274
71 H 3.284 -0.015 5.929
72 H 1.999 1.178 4.291
73 H -0.706 2.666 1.050
74 H -1.194 4.909 2.119
75 H -1.975 4.912 4.487
76 H -2.000 2.833 5.776
77 H -0.838 0.811 4.940
78 H 1.367 -2.568 -3.576
79 H 0.413 -4.768 -3.735
80 H -1.289 -5.513 -2.003
81 H 2.267 0.885 -3.957
82 H 4.417 0.189 -5.212
83 H 5.422 -1.917 -4.576
84 H 5.044 -2.941 -2.304
85 H 3.143 -2.116 -0.963
86 H -0.300 2.380 -1.290
87 H -0.933 3.870 -3.235
88 H -1.347 2.868 -5.431
89 H -1.363 0.476 -5.694
90 H -0.177 -0.971 -4.026
91 O -6.125 2.789 -3.131
92 C -5.900 3.788 -2.543

These are the Löwdin partial charges, in e, on atoms 1 to 5:
1 W 0.973
2 C -0.088
3 C -0.216
4 C -0.237
5 C -0.263



A molecular structure, C45H38N7S5Sc, computed with ωB97M-V/def2-TZVPD.

Its spin multiplicity is 1. The calculation puts the lowest unoccupied orbital energy at -5.176 eV. As for the net charge: +2.

Cartesian coordinates (Å):
1 Sc 0.105 0.394 0.505
2 N -1.363 1.775 -0.103
3 S -2.762 2.195 -0.112
4 N -3.880 1.174 -0.758
5 S -4.678 0.093 0.012
6 N -3.993 -0.874 1.007
7 S -2.616 -1.713 0.700
8 N -1.330 -1.044 0.873
9 C -2.833 -2.402 -0.930
10 C -3.618 -3.524 -1.160
11 C -3.745 -3.994 -2.459
12 C -3.092 -3.349 -3.502
13 C -2.313 -2.227 -3.256
14 C -2.182 -1.745 -1.963
15 C -2.856 -3.059 1.819
16 C -4.112 -3.474 2.242
17 C -4.198 -4.561 3.097
18 C -3.043 -5.211 3.515
19 C -1.795 -4.778 3.089
20 C -1.692 -3.693 2.233
21 C -6.011 0.762 0.966
22 C -6.919 1.558 0.275
23 C -7.996 2.085 0.963
24 C -8.154 1.811 2.318
25 C -7.239 1.013 2.988
26 C -6.153 0.473 2.312
27 C -5.515 -0.770 -1.288
28 C -6.438 -1.732 -0.887
29 C -7.122 -2.438 -1.858
30 C -6.880 -2.180 -3.204
31 C -5.956 -1.218 -3.582
32 C -5.261 -0.497 -2.620
33 C -3.061 3.613 -1.132
34 C -2.060 4.576 -1.112
35 C -2.227 5.733 -1.855
36 C -3.378 5.914 -2.610
37 C -4.368 4.940 -2.628
38 C -4.215 3.779 -1.883
39 C -3.387 2.659 1.492
40 C -2.914 1.929 2.573
41 C -3.348 2.258 3.847
42 C -4.245 3.302 4.027
43 C -4.719 4.018 2.934
44 C -4.290 3.701 1.655
45 H -4.108 -4.038 -0.345
46 H -4.343 -4.874 -2.653
47 H -3.186 -3.730 -4.510
48 H -1.803 -1.731 -4.071
49 H -1.584 -0.869 -1.751
50 H -5.001 -2.950 1.920
51 H -5.166 -4.898 3.443
52 H -3.118 -6.058 4.185
53 H -0.900 -5.282 3.426
54 H -0.729 -3.324 1.903
55 H -6.796 1.746 -0.785
56 H -8.719 2.699 0.443
57 H -9.002 2.220 2.852
58 H -7.370 0.801 4.040
59 H -5.432 -0.157 2.814
60 H -6.627 -1.913 0.164
61 H -7.850 -3.183 -1.569
62 H -7.422 -2.730 -3.961
63 H -5.774 -1.021 -4.630
64 H -4.537 0.257 -2.894
65 H -1.166 4.407 -0.525
66 H -1.458 6.494 -1.849
67 H -3.504 6.817 -3.192
68 H -5.258 5.082 -3.225
69 H -4.973 3.010 -1.896
70 H -2.220 1.114 2.419
71 H -2.979 1.704 4.700
72 H -4.574 3.565 5.024
73 H -5.414 4.834 3.079
74 H -4.643 4.271 0.805
75 S 2.165 -0.948 1.127
76 C 2.030 -1.252 -0.582
77 C 2.808 -2.192 -1.274
78 C 2.646 -2.327 -2.632
79 C 1.713 -1.535 -3.310
80 C 0.970 -0.647 -2.577
81 N 1.117 -0.508 -1.247
82 H 3.524 -2.785 -0.724
83 H 3.246 -3.044 -3.178
84 H 1.576 -1.613 -4.379
85 H 0.232 -0.004 -3.045
86 S 0.639 1.880 2.777
87 C 1.671 2.589 1.678
88 N 2.593 3.532 2.040
89 C 3.454 4.093 1.166
90 C 3.419 3.721 -0.143
91 C 2.472 2.746 -0.491
92 N 1.637 2.214 0.373
93 H 2.625 3.784 3.020
94 H 4.143 4.822 1.569
95 H 4.095 4.143 -0.868
96 H 2.401 2.381 -1.510

These are the Löwdin partial charges, in e, on atoms 1 to 5:
1 Sc 0.572
2 N -0.344
3 S 0.794
4 N -0.347
5 S 0.894



A molecular structure, C45H39BrClKN4O4 at a distorted geometry, computed with ωB97M-V/def2-TZVPD.

Its spin multiplicity is 1. The value obtained for the energy above the lowest of the compared OMol25 structures with the same formula, charge and spin is 0.00 kcal/mol. The calculation puts the lowest unoccupied orbital energy at 3.636 eV. As for the net charge: -2.

Cartesian coordinates (Å):
1 K -0.370 0.130 -0.775
2 O 0.891 -3.014 -4.366
3 C 1.941 -2.335 -4.705
4 C 2.696 -2.626 -5.872
5 C 3.834 -1.911 -6.197
6 C 4.288 -0.862 -5.394
7 C 3.554 -0.547 -4.256
8 C 2.411 -1.247 -3.911
9 C 1.667 -0.935 -2.634
10 O 0.299 -1.206 -2.723
11 N 2.306 -1.778 -1.590
12 N 2.015 -1.609 -0.321
13 C 2.388 -2.517 0.512
14 C 2.147 -2.426 1.952
15 Br 0.817 -1.209 2.514
16 C 2.724 -3.157 2.905
17 C 3.826 -4.138 2.742
18 C 4.854 -3.998 1.811
19 C 5.865 -4.947 1.716
20 C 5.881 -6.046 2.560
21 C 4.879 -6.184 3.512
22 C 3.868 -5.238 3.599
23 H 0.262 -1.966 -3.374
24 H 2.342 -3.436 -6.501
25 H 4.379 -2.167 -7.101
26 H 5.169 -0.293 -5.662
27 H 3.859 0.283 -3.627
28 H 1.807 0.108 -2.325
29 H 2.604 -2.699 -1.902
30 H 2.898 -3.412 0.158
31 H 2.344 -3.048 3.913
32 H 4.876 -3.128 1.167
33 H 6.645 -4.818 0.977
34 H 6.668 -6.785 2.483
35 H 4.880 -7.032 4.186
36 H 3.086 -5.352 4.341
37 C -2.690 -2.222 -3.394
38 C -2.626 -2.122 -1.892
39 C -1.793 -2.965 -1.154
40 C -1.745 -2.882 0.233
41 C -2.540 -1.958 0.908
42 C -3.373 -1.112 0.187
43 C -3.403 -1.192 -1.203
44 H -3.451 -2.950 -3.694
45 H -1.741 -2.542 -3.825
46 H -2.941 -1.257 -3.836
47 H -1.159 -3.671 -1.680
48 H -1.080 -3.534 0.790
49 H -2.495 -1.887 1.989
50 H -3.968 -0.363 0.693
51 H -4.027 -0.505 -1.763
52 O 0.280 1.747 0.827
53 C -0.827 2.098 1.237
54 N -0.971 3.066 2.227
55 C -2.323 3.071 2.715
56 C -2.976 2.088 1.670
57 O -4.166 1.817 1.741
58 N -2.035 1.577 0.851
59 C -2.999 4.434 2.649
60 C -4.353 4.559 2.958
61 C -4.979 5.795 2.899
62 C -4.263 6.929 2.526
63 C -2.921 6.808 2.203
64 C -2.296 5.566 2.264
65 C -2.377 2.433 4.108
66 C -1.987 1.097 4.226
67 C -1.943 0.470 5.458
68 C -2.292 1.172 6.610
69 C -2.682 2.497 6.505
70 C -2.725 3.122 5.259
71 H -0.175 3.313 2.788
72 H -4.912 3.670 3.220
73 H -6.034 5.871 3.132
74 H -4.754 7.894 2.473
75 H -2.356 7.676 1.887
76 H -1.256 5.469 1.981
77 H -1.721 0.546 3.329
78 H -1.638 -0.568 5.520
79 H -2.260 0.685 7.577
80 H -2.955 3.055 7.393
81 H -3.032 4.159 5.190
82 Cl -1.418 0.750 -5.641
83 C -0.180 1.600 -4.707
84 C 1.050 1.772 -5.289
85 C 2.089 2.446 -4.635
86 C 1.822 2.890 -3.336
87 C 0.590 2.720 -2.739
88 C -0.539 2.094 -3.401
89 C -1.785 1.986 -2.813
90 H 1.216 1.345 -6.273
91 H 3.066 2.540 -5.088
92 H 2.606 3.387 -2.769
93 H 0.428 3.102 -1.735
94 H -2.621 1.527 -3.324
95 H -1.966 2.427 -1.838

These are the natural (NBO) partial charges, in e, on atoms 1 to 5:
1 K 0.884
2 O -0.812
3 C 0.369
4 C -0.329
5 C -0.203



A molecular structure, C45H39CuNO2P2Te, computed with ωB97M-V/def2-TZVPD.

Its spin multiplicity is 2. The value obtained for the energy above the lowest of the compared OMol25 structures with the same formula, charge and spin is 0.00 kcal/mol. The calculation puts the lowest unoccupied orbital energy (spin up / spin down) at 0.461 / -2.059 eV.

Cartesian coordinates (Å):
1 Cu 0.138 -0.560 -1.439
2 C -0.464 2.050 0.538
3 N 0.648 1.428 1.252
4 C 0.400 0.123 1.837
5 P -0.470 -1.073 0.708
6 C -2.223 -0.815 1.136
7 C -2.666 -0.859 2.461
8 C -3.992 -0.607 2.763
9 C -4.891 -0.304 1.744
10 C -4.460 -0.261 0.429
11 C -3.127 -0.518 0.123
12 C -0.027 -2.657 1.488
13 C -0.987 -3.613 1.799
14 C -0.605 -4.852 2.296
15 C 0.736 -5.150 2.476
16 C 1.703 -4.210 2.143
17 C 1.325 -2.974 1.646
18 C 1.587 2.252 1.892
19 C 2.013 3.440 1.283
20 C 2.979 4.231 1.876
21 C 3.556 3.870 3.089
22 C 3.134 2.701 3.699
23 C 2.161 1.899 3.117
24 P -0.421 1.630 -1.271
25 C -2.062 2.122 -1.864
26 C -2.956 2.902 -1.133
27 C -4.208 3.198 -1.654
28 C -4.571 2.713 -2.902
29 C -3.690 1.923 -3.627
30 C -2.443 1.620 -3.108
31 C 0.698 2.908 -1.933
32 C 1.996 2.556 -2.281
33 C 2.908 3.528 -2.671
34 C 2.518 4.857 -2.727
35 C 1.213 5.215 -2.406
36 C 0.307 4.245 -2.010
37 H -0.455 3.129 0.695
38 H -1.413 1.677 0.940
39 H -0.147 0.184 2.789
40 H 1.365 -0.342 2.046
41 H -1.973 -1.107 3.257
42 H -4.330 -0.647 3.791
43 H -5.929 -0.106 1.982
44 H -5.149 -0.031 -0.373
45 H -2.817 -0.490 -0.915
46 H -2.037 -3.403 1.635
47 H -1.363 -5.589 2.529
48 H 1.031 -6.117 2.862
49 H 2.754 -4.441 2.264
50 H 2.094 -2.260 1.366
51 H 1.614 3.733 0.321
52 H 3.295 5.137 1.374
53 H 4.315 4.489 3.546
54 H 3.559 2.401 4.649
55 H 1.852 1.003 3.634
56 H -2.685 3.284 -0.157
57 H -4.899 3.803 -1.081
58 H -5.550 2.938 -3.304
59 H -3.988 1.512 -4.582
60 H -1.783 0.943 -3.638
61 H 2.291 1.514 -2.242
62 H 3.919 3.245 -2.930
63 H 3.227 5.617 -3.033
64 H 0.904 6.251 -2.466
65 H -0.712 4.525 -1.764
66 Te 2.319 -1.693 -2.032
67 C 3.819 -1.012 -0.742
68 C 5.043 -1.682 -0.682
69 C 6.046 -1.224 0.159
70 C 5.839 -0.094 0.939
71 C 4.625 0.579 0.884
72 C 3.615 0.119 0.051
73 H 5.209 -2.559 -1.294
74 H 6.992 -1.748 0.202
75 H 6.626 0.265 1.591
76 H 4.458 1.462 1.489
77 H 2.667 0.643 0.011
78 O -2.902 -1.332 -3.008
79 C -1.888 -1.976 -2.739
80 O -0.680 -1.611 -2.975
81 C -2.045 -3.314 -2.030
82 C -3.290 -3.684 -1.533
83 C -3.450 -4.890 -0.864
84 C -2.364 -5.740 -0.697
85 C -1.119 -5.377 -1.192
86 C -0.961 -4.166 -1.849
87 H -4.124 -3.012 -1.690
88 H -4.423 -5.172 -0.481
89 H -2.489 -6.684 -0.181
90 H -0.269 -6.036 -1.059
91 H 0.002 -3.870 -2.245

These are the Löwdin partial charges, in e, on atoms 1 to 5:
1 Cu -0.226
2 C -0.281
3 N -0.182
4 C -0.291
5 P 1.046



A molecular structure, C45H40BClKN13SSb, computed with ωB97M-V/def2-TZVPD.

Its spin multiplicity is 2. The value obtained for the energy above the lowest of the compared OMol25 structures with the same formula, charge and spin is 0.00 kcal/mol. The calculation puts the lowest unoccupied orbital energy (spin up / spin down) at 0.190 / -0.462 eV.

Cartesian coordinates (Å):
1 K -0.085 -0.397 -0.075
2 C 0.077 -2.072 -4.656
3 C 0.755 -1.924 -3.437
4 N 0.068 -1.180 -2.587
5 N -1.074 -0.838 -3.225
6 C -1.084 -1.356 -4.473
7 B -2.242 -0.054 -2.562
8 N -1.909 1.441 -2.312
9 C -2.511 2.563 -2.759
10 C -1.869 3.647 -2.199
11 C -0.859 3.074 -1.414
12 N -0.889 1.751 -1.477
13 N -2.611 -0.696 -1.198
14 C -3.549 -0.215 -0.348
15 C -3.731 -1.135 0.656
16 C -2.841 -2.174 0.327
17 N -2.178 -1.913 -0.789
18 N -3.466 -0.187 -3.483
19 C -4.390 -1.174 -3.416
20 C -5.168 -1.103 -4.546
21 C -4.625 -0.025 -5.267
22 N -3.598 0.516 -4.632
23 H 0.377 -2.622 -5.531
24 H 1.713 -2.332 -3.144
25 H -1.915 -1.185 -5.137
26 H -3.327 2.502 -3.457
27 H -2.090 4.689 -2.353
28 H -0.102 3.567 -0.822
29 H -4.018 0.739 -0.528
30 H -4.397 -1.061 1.498
31 H -2.643 -3.091 0.860
32 H -4.420 -1.849 -2.577
33 H -6.004 -1.729 -4.806
34 H -4.940 0.383 -6.215
35 N 2.812 -3.965 0.914
36 C 2.023 -2.957 0.477
37 N 1.224 -2.264 1.200
38 C 1.147 -2.531 2.569
39 N 0.412 -1.849 3.374
40 N -0.210 -0.745 2.824
41 C -1.273 -0.399 3.483
42 C -2.086 0.712 3.132
43 C -3.397 0.798 3.627
44 C -4.305 1.686 3.123
45 C -3.902 2.540 2.052
46 C -2.623 2.518 1.632
47 N -1.679 1.665 2.182
48 C 1.933 -3.654 3.111
49 C 1.885 -4.031 4.453
50 C 2.657 -5.077 4.918
51 C 3.496 -5.767 4.044
52 C 3.560 -5.411 2.712
53 C 2.777 -4.355 2.251
54 H 3.417 -4.433 0.261
55 H 2.091 -2.749 -0.588
56 H -1.613 -1.002 4.324
57 H -3.681 0.090 4.396
58 H -5.314 1.725 3.509
59 H -4.600 3.212 1.573
60 H -2.248 3.163 0.850
61 H 1.231 -3.477 5.112
62 H 2.612 -5.361 5.960
63 H 4.101 -6.587 4.408
64 H 4.206 -5.944 2.025
65 S 2.824 0.958 0.240
66 Sb 3.693 0.926 -1.835
67 C 5.555 1.914 -1.857
68 C 5.755 2.979 -0.985
69 C 6.963 3.662 -0.996
70 C 7.970 3.279 -1.870
71 C 7.775 2.210 -2.733
72 C 6.567 1.526 -2.728
73 C 2.538 1.932 -3.275
74 C 2.060 1.371 -4.451
75 C 1.254 2.120 -5.295
76 C 0.943 3.434 -4.977
77 C 1.438 4.002 -3.813
78 C 2.228 3.251 -2.957
79 C 4.255 -1.026 -2.432
80 C 4.648 -1.861 -1.387
81 C 5.113 -3.142 -1.655
82 C 5.173 -3.600 -2.965
83 C 4.780 -2.772 -4.007
84 C 4.331 -1.484 -3.743
85 H 4.980 3.258 -0.280
86 H 7.120 4.490 -0.316
87 H 8.913 3.811 -1.875
88 H 8.563 1.905 -3.409
89 H 6.424 0.688 -3.401
90 H 2.262 0.342 -4.703
91 H 0.852 1.666 -6.191
92 H 0.301 4.011 -5.630
93 H 1.184 5.021 -3.554
94 H 2.574 3.688 -2.026
95 H 4.580 -1.512 -0.361
96 H 5.440 -3.775 -0.839
97 H 5.535 -4.598 -3.175
98 H 4.828 -3.124 -5.029
99 H 4.047 -0.847 -4.572
100 Cl -0.024 3.529 3.209
101 C -0.317 2.105 2.122
102 H 0.351 1.321 2.450
103 H -0.069 2.434 1.118

These are the Löwdin partial charges, in e, on atoms 1 to 5:
1 K 0.556
2 C -0.064
3 C -0.183
4 N -0.001
5 N 0.017